Computed, not measured: a structure of composition C34H57N3O3PbSi at a distorted geometry, with ωB97M-V/def2-TZVPD.

Results
Lowest unoccupied orbital energy: 0.24 eV
Relative energy (zero: lowest compared OMol25 entry of this formula, charge and spin): 63.5 kcal per mole

The geometry in XYZ format:
```
99
Properties=species:S:1:pos:R:3:forces:R:3
O -2.5919 0.8340 0.2901 -2.0 0.0 -0.2
O -1.8642 3.7536 0.7882 0.1 0.3 0.0
C -3.5256 1.0279 -0.9189 0.7 -0.1 1.2
C -4.4748 -0.1358 -0.9695 -0.1 -0.3 -0.2
H -2.8641 1.0746 -1.7826 0.0 0.0 0.3
H -3.9949 1.9974 -0.7403 0.1 -0.2 -0.2
H -3.9455 -1.0898 -1.1122 -0.1 0.3 0.1
H -5.1409 -0.0064 -1.8306 0.1 0.0 0.1
H -5.0938 -0.2021 -0.0698 0.1 0.0 -0.1
C -3.1739 1.0202 1.6987 0.6 -0.2 -0.9
C -4.2825 2.0288 1.7117 -0.3 0.5 0.0
H -2.3244 1.3271 2.3133 -0.1 -0.1 -0.2
H -3.4954 0.0146 1.9630 0.1 0.1 0.1
H -3.9091 3.0260 1.4484 -0.1 -0.3 0.0
H -4.6946 2.1031 2.7264 0.1 -0.2 -0.1
H -5.1054 1.7522 1.0434 0.1 0.0 0.3
C -1.0251 3.9916 1.9272 -0.2 0.0 -0.4
C -1.7773 4.6745 -0.3051 0.2 -0.2 0.2
C -1.8550 4.4781 3.0939 0.0 0.2 0.2
H -0.2268 4.7116 1.6811 -0.2 -0.2 0.0
H -0.5523 3.0323 2.1849 0.0 0.2 -0.2
H -2.3016 5.4552 2.8757 0.0 -0.2 0.1
H -1.2163 4.5806 3.9760 -0.1 0.0 0.0
H -2.6619 3.7719 3.3244 0.2 0.1 0.0
C -2.5382 5.9591 -0.0450 0.0 0.0 0.0
H -2.2003 4.1417 -1.1669 0.2 0.1 0.2
H -0.7186 4.8924 -0.5381 -0.3 -0.2 0.1
H -3.5812 5.7526 0.2157 0.1 0.0 0.0
H -2.5268 6.5636 -0.9548 0.0 0.1 0.1
H -2.0765 6.5321 0.7646 -0.1 0.0 -0.1
H -1.6196 1.0494 0.0686 1.1 0.7 -0.5
N 0.6334 -2.7680 -1.1410 0.3 0.2 -0.5
C 1.8541 -2.9643 -1.6421 -1.3 0.1 0.2
C 3.0030 -2.2997 -1.1901 0.5 0.2 -0.2
C 3.1870 -1.5752 -0.0085 -0.6 -0.1 0.7
C 2.0221 -3.9254 -2.7915 0.4 -0.1 -0.2
H 1.5190 -3.5541 -3.6967 0.0 -0.1 0.3
H 1.6202 -4.9185 -2.5489 0.0 0.3 -0.1
H 3.0903 -4.0295 -3.0111 -0.3 -0.1 0.0
C 4.5536 -0.9925 0.2623 0.4 -0.2 -0.1
H 5.0726 -1.5530 1.0541 -0.1 0.2 -0.2
H 4.4791 0.0596 0.5802 -0.1 -0.4 0.0
H 5.1639 -1.0436 -0.6480 -0.1 0.0 0.3
N 2.2336 -1.4089 0.9177 0.1 0.0 -0.4
C -0.5329 -3.3896 -1.7001 0.1 -0.2 -0.1
C -1.3102 -2.7020 -2.6625 0.2 -0.3 0.4
C -0.9408 -1.3402 -3.1643 0.2 0.4 -0.4
C -2.4704 -3.2933 -3.1566 -0.1 -0.2 0.2
H -3.0439 -2.7563 -3.9188 0.1 -0.2 0.2
C -2.8919 -4.5309 -2.6771 0.0 -0.1 0.0
H -3.8084 -4.9800 -3.0625 0.2 0.1 0.1
C -2.1434 -5.1948 -1.7015 -0.1 0.2 -0.3
H -2.4693 -6.1622 -1.3096 0.1 0.3 -0.2
C -0.9602 -4.6448 -1.2145 -0.1 0.3 -0.2
C -0.1800 -5.4006 -0.1821 0.3 -0.2 0.3
C 2.5713 -1.1724 2.2793 0.3 0.6 0.1
C 2.3938 0.1128 2.8430 0.1 -0.6 0.0
C 2.0506 1.3143 2.0044 -0.2 0.3 -0.1
C 2.6244 0.2787 4.2066 0.1 -0.1 0.2
H 2.4645 1.2683 4.6481 0.1 -0.4 -0.1
C 3.0728 -0.7793 4.9956 0.1 -0.1 0.0
H 3.2591 -0.6329 6.0582 -0.1 0.0 -0.2
C 3.3114 -2.0300 4.4209 -0.1 0.5 -0.1
H 3.7075 -2.8589 5.0086 -0.2 0.2 0.0
C 3.0630 -2.2374 3.0673 -0.2 0.4 -0.2
C 3.3839 -3.5641 2.4581 0.0 -0.6 0.0
Pb -0.0477 -1.0201 0.3534 0.7 -0.8 -0.2
H -1.7534 -0.6240 -2.9695 0.2 -0.1 0.0
H -0.7934 -1.3478 -4.2569 0.0 0.0 0.3
H -0.0260 -0.9456 -2.7153 -0.3 -0.1 0.0
H 0.8327 -5.0019 -0.0576 -0.3 -0.1 0.0
H -0.1004 -6.4589 -0.4693 0.0 0.2 0.1
H -0.6769 -5.3683 0.7986 0.2 0.1 -0.2
H 1.5338 2.0612 2.6223 0.2 -0.1 -0.1
H 1.4006 1.1028 1.1447 0.2 0.1 0.1
H 2.9525 1.8042 1.5988 -0.2 -0.2 0.1
H 2.6342 -3.8982 1.7306 0.2 0.2 0.1
H 3.4343 -4.3249 3.2479 0.0 0.1 -0.2
H 4.3641 -3.5375 1.9586 -0.2 0.0 0.0
H 3.8910 -2.4173 -1.8143 -0.3 0.1 0.2
C -0.1911 1.7151 -0.9516 0.1 -0.1 0.3
Si 1.2297 2.1982 -2.0820 -1.3 -0.2 0.6
H -1.0740 1.7109 -1.6082 0.1 0.3 -0.1
H -0.3498 2.4729 -0.1664 0.2 0.0 -0.5
C 0.4405 3.0227 -3.6014 0.3 0.0 0.0
C 2.2808 0.7908 -2.7373 0.3 0.0 -0.3
C 2.3743 3.4456 -1.2540 0.2 0.1 -0.1
H 1.8407 4.0489 -0.5084 0.1 -0.1 -0.1
H 2.7726 4.1279 -2.0191 0.0 -0.1 0.2
H 3.2268 2.9530 -0.7662 -0.2 0.1 0.0
H -0.2169 2.3113 -4.1210 0.1 0.2 0.1
H 1.2211 3.3530 -4.2991 -0.2 0.0 0.0
H -0.1529 3.8973 -3.3017 0.1 -0.2 -0.1
H 1.7038 -0.1016 -3.0082 0.2 0.2 0.1
H 3.0609 0.4889 -2.0266 -0.2 0.0 -0.1
H 2.7846 1.1344 -3.6537 0.0 -0.1 0.2
O 0.1907 -4.3048 3.1868 -0.5 0.8 -0.5
C -0.2737 -3.3482 2.6325 0.2 0.1 0.0
N -0.7379 -2.3838 2.0756 0.1 -1.1 0.9
```
Positions in Å, forces in eV/Å.

=====

Computed, not measured: a cluster of 7 separate species, C2H18O6S in total at a distorted geometry, with ωB97M-V/def2-TZVPD.

Results
Net charge: -1
Lowest unoccupied orbital energy (spin up / spin down): 2.88 / 2.93 eV
Relative energy (zero: lowest compared OMol25 entry of this formula, charge and spin): 12.1 kcal per mole
2S+1: 2

The geometry in XYZ format:
```
27
Properties=species:S:1:pos:R:3:forces:R:3
C -0.3196 -2.0564 0.6071 1.2 -0.2 2.0
C -1.7912 -2.2430 0.5316 -2.2 -0.6 -2.7
S -2.5841 -0.7699 -0.3196 0.4 -0.6 0.5
H -0.0504 -1.6705 1.6189 0.1 -0.3 -0.6
H 0.0830 -1.3451 -0.0951 -0.3 0.3 -0.4
H 0.2587 -2.9782 0.4063 -0.4 0.2 0.4
H -2.0596 -3.0689 -0.1818 0.6 0.6 0.3
H -2.4960 -2.5075 1.3193 1.1 0.3 1.0
H -3.5588 -1.5692 -0.7555 -0.7 0.2 -0.3
H 2.5733 0.1292 2.8744 0.1 -0.2 0.2
H 1.2905 0.8482 2.6705 -0.3 -0.1 0.2
O 1.7785 0.3717 3.3648 0.2 0.2 -0.5
H -1.1476 2.5847 0.6196 0.4 0.3 -0.5
H -2.4928 2.1990 0.2130 -0.3 0.2 -0.4
O -1.8004 2.8222 -0.0701 -0.4 -0.4 1.0
H 0.9110 0.4807 -2.2152 0.0 -0.3 0.2
H 0.9599 -1.0316 -2.2783 0.0 0.0 0.1
O 1.4831 -0.2792 -1.9727 -0.3 0.3 -0.5
H -1.3809 1.0051 -2.6316 0.8 -0.9 -0.4
H -1.3040 1.9151 -1.5748 1.6 -0.1 0.7
O -0.6783 1.2546 -1.9952 -2.1 1.2 -0.5
H 1.2998 2.2227 0.9754 0.3 -0.3 -0.8
H 0.4565 0.9543 0.3402 0.6 0.4 -0.4
O 0.5330 1.6483 1.0101 -0.8 -0.1 1.2
H 2.6170 0.5196 -0.6492 0.2 -0.5 0.2
H 3.8767 0.2664 -1.3600 0.1 -0.2 0.3
O 3.5427 0.2978 -0.4521 0.1 0.6 -0.1
```
Positions in Å, forces in eV/Å.

=====

Computed, not measured: a cluster of 6 separate species, C51H56F2NO23Si in total at a distorted geometry, with ωB97M-V/def2-TZVPD.

Results
Net charge: +1
Lowest unoccupied orbital energy: -3.57 eV

The geometry in XYZ format:
```
134
Properties=species:S:1:pos:R:3:forces:R:3
C 0.6145 -2.5927 7.6950 -0.1 -0.4 -0.7
C -0.7032 -2.9743 6.9574 0.5 -0.2 0.8
C -1.9533 -2.2258 7.4939 -0.6 -0.9 -0.3
F -1.6984 -1.5485 8.6769 0.1 0.2 -0.4
C -2.6337 -1.3241 6.4697 0.1 -0.8 -0.2
C -2.7142 0.0234 6.6561 0.5 -0.2 0.9
N -3.3045 0.8489 5.7706 -0.2 0.2 -0.5
C -3.3271 2.3181 6.0028 0.9 0.6 0.7
C -2.1631 2.8208 6.8997 -0.4 0.4 0.8
C -1.7720 4.2850 6.5597 0.3 -0.3 -0.3
C -0.3573 4.4044 5.9330 -0.9 1.3 0.0
O -0.0408 3.2710 5.1153 0.7 0.4 0.0
C 1.3065 3.0206 5.0395 1.6 -0.8 -0.3
C 1.8279 2.7564 3.6243 -1.4 -0.1 0.3
O 2.0506 2.9654 5.9871 -1.0 0.4 -0.1
C -3.8822 0.3371 4.6686 -0.6 0.2 -1.0
C -4.6216 1.1816 3.6287 0.1 -0.4 0.3
C -4.0237 0.9163 2.2274 -0.4 -0.7 0.2
O -2.6092 0.9399 2.2022 -0.5 0.6 -0.6
Si -1.9610 1.7603 0.8516 1.2 0.3 -0.2
C -1.7695 3.5790 1.3537 -0.2 -0.2 -0.2
C -2.9242 1.5109 -0.7553 0.1 0.3 0.2
C -0.2118 1.1320 0.5128 -0.7 0.0 -0.5
C -3.8363 -1.0300 4.4211 0.3 -0.2 0.7
C -3.2064 -1.8951 5.3073 0.2 0.0 -0.3
C -3.2174 -3.3802 4.9697 -0.9 0.6 -0.6
C -4.4411 -4.0235 5.6706 0.8 -0.3 0.1
F -4.2551 -5.4000 5.7174 -0.1 0.3 0.0
H 0.7304 -3.1672 8.6228 -0.2 0.5 -0.1
H 1.4362 -2.9309 7.0443 -0.1 0.4 0.3
H 0.6858 -1.5151 7.8747 0.2 -0.3 0.0
H -0.8405 -4.0527 7.1380 -0.1 0.4 -0.2
H -0.5946 -2.8546 5.8722 0.0 0.3 0.3
H -2.7062 -2.9918 7.7520 0.2 0.3 0.1
H -2.2670 0.4015 7.5751 -0.3 0.4 -0.4
H -4.2630 2.5851 6.5134 0.1 -0.2 -0.4
H -3.2451 2.8611 5.0566 -0.1 -0.6 0.1
H -1.2712 2.1820 6.8815 -0.3 0.1 -0.3
H -2.5200 2.8161 7.9436 0.2 -0.2 -0.3
H -2.4907 4.7278 5.8508 0.1 -0.2 0.3
H -1.8072 4.9179 7.4571 0.1 -0.2 -0.3
H -0.4098 5.2770 5.2558 0.2 -0.3 0.2
H 0.4116 4.6525 6.6752 -0.1 -0.7 -0.1
H 1.0381 2.1832 3.1130 0.4 0.2 0.0
H 2.7681 2.1999 3.6435 -0.2 0.3 0.1
H 1.9207 3.7225 3.1072 0.1 -0.3 0.1
H -5.6497 0.7766 3.6072 0.3 0.2 0.0
H -4.7188 2.2373 3.8919 0.3 -0.2 -0.2
H -4.3344 -0.1072 1.9438 0.0 0.4 -0.1
H -4.5144 1.5905 1.5078 0.3 0.0 0.2
H -2.6205 3.9564 1.9437 0.4 0.0 -0.1
H -1.6493 4.2266 0.4701 -0.1 -0.2 0.3
H -0.8280 3.6397 1.9244 -0.5 0.1 0.1
H -4.0165 1.4796 -0.6450 0.3 -0.1 -0.2
H -2.6838 2.3700 -1.4067 -0.1 -0.2 0.3
H -2.5402 0.6205 -1.2732 -0.3 0.1 0.2
H 0.5184 1.5090 1.2375 -0.1 -0.3 -0.2
H 0.0637 1.5065 -0.5012 -0.1 -0.2 0.8
H -0.2089 0.0321 0.4453 0.2 0.3 0.2
H -4.3043 -1.4395 3.5266 0.1 0.2 0.2
H -2.2741 -3.8969 5.1618 -0.4 0.1 0.4
H -3.4091 -3.4426 3.8855 0.3 -0.1 0.3
H -5.3723 -3.8470 5.1142 0.3 0.2 0.3
H -4.4970 -3.6496 6.7038 -0.3 -0.2 -0.2
C 2.3945 2.0447 -3.8145 -0.1 0.0 0.2
C 3.4659 1.9355 -4.6117 -0.5 -0.1 -0.2
C 4.8445 2.2755 -4.1262 0.4 0.2 0.4
O 5.7818 2.1398 -4.8855 -0.2 -0.1 -0.2
C 4.9900 2.7595 -2.7578 0.1 -0.1 -0.2
C 3.9180 2.8705 -1.9661 0.5 0.1 0.2
C 2.5460 2.5050 -2.4440 -0.3 -0.2 -0.5
O 1.6086 2.6098 -1.6698 0.3 0.2 0.2
O 4.0064 3.3113 -0.7072 -0.4 -0.1 -0.2
O 3.3698 1.5198 -5.8734 0.4 0.2 0.5
H 1.3963 1.8008 -4.1512 0.0 0.0 0.0
H 5.9848 3.0180 -2.4234 0.0 0.0 0.0
H 3.0957 3.2941 -0.3589 0.0 0.0 0.0
H 4.2807 1.5281 -6.2278 -0.1 -0.1 -0.2
C 7.1568 0.7771 8.5103 0.1 0.0 -0.2
C 6.0878 0.8877 9.3080 0.4 -0.3 0.2
C 4.9095 1.7353 8.9306 -0.2 0.4 -0.4
O 3.9559 1.7832 9.6861 0.1 -0.2 0.2
C 4.9651 2.4676 7.6727 -0.1 0.0 0.2
C 6.0351 2.3599 6.8767 -0.4 0.3 -0.1
C 7.2016 1.4915 7.2405 0.3 -0.3 0.4
O 8.1391 1.4175 6.4694 -0.1 0.2 -0.2
O 6.1265 3.0156 5.7166 0.3 -0.3 0.2
O 6.0078 0.2523 10.4790 -0.4 0.3 -0.2
H 8.0110 0.1678 8.7701 0.0 0.0 0.0
H 4.1172 3.0881 7.4194 0.0 0.0 -0.1
H 6.9918 2.7648 5.3400 0.0 0.0 0.0
H 5.1412 0.4976 10.8544 0.0 0.0 0.1
C 3.1197 -1.3469 -9.9754 0.0 0.2 0.1
C 2.6216 -2.5471 -10.3013 0.5 0.2 -0.3
C 1.5135 -3.1798 -9.5113 -0.4 0.0 0.4
O 1.0867 -4.2619 -9.8627 0.2 0.0 -0.2
C 1.0024 -2.4621 -8.3491 0.0 -0.2 -0.1
C 1.5039 -1.2655 -8.0235 -0.5 -0.2 0.4
C 2.5907 -0.6227 -8.8291 0.4 -0.1 -0.5
O 2.9868 0.4757 -8.4880 -0.1 0.0 0.1
O 1.0706 -0.5730 -6.9662 0.4 0.2 -0.3
O 3.0782 -3.2436 -11.3415 -0.4 -0.2 0.4
H 3.9160 -0.8790 -10.5377 0.0 0.0 0.0
H 0.2167 -2.9351 -7.7770 0.0 0.0 0.0
H 1.5979 0.2515 -6.9567 0.0 0.0 0.1
H 2.5522 -4.0671 -11.3619 0.0 0.0 -0.2
C 0.7941 -1.0392 -16.4163 0.1 0.2 0.0
C 0.7210 -2.2692 -15.8930 -0.4 0.1 -0.4
C 1.6870 -2.7362 -14.8454 0.5 0.1 0.3
O 1.5621 -3.8588 -14.3904 -0.3 -0.1 -0.2
C 2.7366 -1.8203 -14.4231 0.0 -0.2 0.1
C 2.8130 -0.5916 -14.9477 0.4 -0.2 0.4
C 1.8313 -0.1145 -15.9758 -0.5 -0.1 -0.3
O 1.9372 1.0185 -16.4048 0.3 0.1 0.2
O 3.7611 0.2757 -14.5880 -0.4 0.1 -0.3
O -0.2113 -3.1462 -16.2701 0.4 -0.1 0.4
H 0.1026 -0.6903 -17.1702 0.0 0.0 0.0
H 3.4365 -2.1760 -13.6800 0.0 0.0 0.0
H 3.5922 1.0834 -15.1098 0.0 0.0 0.0
H -0.0460 -3.9513 -15.7437 -0.1 0.0 0.0
C -5.5118 -4.3690 -1.6920 -0.1 0.0 0.2
C -4.5041 -3.5731 -2.0772 -0.3 -0.3 -0.4
C -3.7607 -2.7228 -1.0933 0.1 0.2 0.6
O -2.8406 -2.0269 -1.4734 0.0 0.0 -0.4
C -4.1791 -2.7604 0.3047 0.1 0.1 -0.1
C -5.1846 -3.5510 0.6866 0.2 0.3 0.4
C -5.9132 -4.4229 -0.2914 -0.1 -0.2 -0.6
O -6.8081 -5.1341 0.1206 0.0 0.2 0.4
O -5.5988 -3.6117 1.9600 -0.2 -0.2 -0.3
O -4.1092 -3.4945 -3.3474 0.2 0.3 0.4
H -6.0560 -4.9895 -2.3898 0.0 0.0 0.0
H -3.6423 -2.1281 0.9999 0.1 0.0 0.0
H -6.3337 -4.2571 1.9654 0.0 0.0 0.0
H -3.3704 -2.8575 -3.3608 0.0 0.0 -0.1
```
Positions in Å, forces in eV/Å.

=====

Computed, not measured: a cluster of 2 separate species, C15H33FNOSi in total, with ωB97M-V/def2-TZVPD.

Results
Net charge: +1
Lowest unoccupied orbital energy: -2.09 eV

The geometry in XYZ format:
```
52
Properties=species:S:1:pos:R:3:forces:R:3
C 5.3808 3.2944 1.0128 -0.5 0.2 0.0
C 4.0552 3.4928 1.0302 0.5 -0.1 0.0
Si 2.9017 2.3625 0.1055 0.0 0.0 0.0
C 1.2508 3.1881 -0.2517 -0.2 0.1 0.1
C 0.3437 3.4563 0.9515 0.0 0.0 0.0
O -0.2957 2.2520 1.4147 0.0 -0.1 -0.1
C 2.5878 0.7866 1.1065 0.0 -0.1 0.0
C 3.2923 -0.4749 0.5910 0.1 0.1 0.1
C 3.0091 -1.6991 1.4591 -0.2 0.1 0.0
F 2.4034 -2.6949 0.6695 0.1 -0.1 0.1
H 6.0706 3.9299 1.5593 0.0 0.0 0.0
H 5.8265 2.4956 0.4261 0.0 0.0 0.0
H 3.6688 4.3289 1.6124 0.1 -0.1 0.0
H 3.5355 2.0047 -1.1875 0.0 -0.1 0.0
H 0.6800 2.5725 -0.9582 0.1 0.1 0.0
H 1.4374 4.1393 -0.7633 0.0 -0.1 0.0
H -0.4574 4.1452 0.6712 0.0 -0.1 0.1
H 0.8924 3.9146 1.7800 0.0 0.0 -0.1
H 0.1441 1.9677 2.2201 0.0 0.1 0.0
H 1.5099 0.5961 1.0838 0.2 0.1 0.1
H 2.8724 0.9707 2.1502 -0.1 0.0 -0.1
H 2.9140 -0.7064 -0.4094 0.2 0.0 0.0
H 4.3697 -0.3089 0.4945 -0.1 0.0 0.0
H 2.2854 -1.4578 2.2464 0.1 0.0 0.0
H 3.9003 -2.1263 1.9222 -0.1 -0.1 -0.1
C -4.1132 -3.2718 -1.3879 0.1 0.0 0.0
C -2.6740 -3.1397 -1.8852 -0.1 0.0 0.0
C -1.6136 -2.7616 -0.8625 0.0 0.0 0.0
N -1.5781 -1.3321 -0.3598 0.0 0.0 0.0
C -0.3245 -1.1930 0.4407 -0.1 0.1 0.0
C -1.5710 -0.3295 -1.4925 0.0 0.0 0.0
C -3.0130 0.1112 -1.6648 0.0 0.0 0.0
C -3.5626 0.1132 -0.2336 0.0 0.0 0.0
C -2.7846 -0.9826 0.5010 0.0 0.1 0.1
H -4.5883 -2.3104 -1.1928 0.0 0.0 0.0
H -4.7176 -3.7744 -2.1407 0.0 0.0 0.0
H -4.1623 -3.8702 -0.4765 0.0 0.0 0.0
H -2.6255 -2.4758 -2.7494 0.0 0.0 0.0
H -2.3478 -4.1119 -2.2601 0.0 0.0 0.0
H -0.6261 -2.9335 -1.2898 0.0 0.0 0.0
H -1.7009 -3.3790 0.0322 0.0 0.0 0.0
H 0.5298 -1.3823 -0.2023 0.0 0.0 0.0
H -0.3380 -1.9195 1.2489 0.0 -0.1 0.0
H -0.2838 -0.1807 0.8393 -0.1 0.0 -0.1
H -0.9467 0.5020 -1.1696 0.0 0.0 0.0
H -1.1198 -0.7932 -2.3665 0.0 0.0 0.0
H -3.5662 -0.5798 -2.2974 0.0 0.0 0.0
H -3.0674 1.0927 -2.1301 0.0 0.0 0.0
H -4.6341 -0.0721 -0.2062 0.0 0.0 0.0
H -3.3872 1.0758 0.2442 0.1 0.0 0.0
H -3.3538 -1.8915 0.6642 0.0 0.0 0.0
H -2.4083 -0.6400 1.4606 0.0 0.0 0.0
```
Positions in Å, forces in eV/Å.